(1)
The following is a DFT calculation (ωB97M-V with the def2-TZVPD basis set) of an isolated ion of composition C6H11N2O and charge +1 at a distorted geometry.

The highest occupied orbital energy (spin up / spin down) is -13.63 / -13.63 eV. Its gap between HOMO and LUMO (spin up / spin down) is 8.12 / 8.11 eV. The structure (SMILES) is C=C(/C=[NH+]/C)C(=O)NC. For the LUMO energy (spin up / spin down), the calculation gives -5.511 / -5.511 eV. Its charge is +1.

Positions of all 20 atoms, in Å:
1 C 0.0788 2.3857 0.2280
2 C 0.2509 1.0352 0.0792
3 C 1.5969 0.3175 0.2784
4 N 1.8906 -0.8526 -0.3499
5 C 3.1203 -1.4407 0.0022
6 C -1.3327 0.4647 0.3535
7 O -1.7013 0.8203 1.4353
8 N -1.8608 -0.6233 -0.4042
9 C -3.3585 -0.4542 -0.2925
10 H 0.8793 3.1089 0.2091
11 H -0.9018 2.6821 0.3786
12 H 2.3037 0.6892 0.9215
13 H 1.3099 -1.1931 -1.2160
14 H 3.0831 -1.6343 1.0296
15 H 3.2841 -2.3196 -0.5448
16 H 4.0038 -0.8998 -0.1233
17 H -1.4208 -0.8388 -1.2268
18 H -3.6856 0.4194 0.2722
19 H -3.8109 -0.3386 -1.2690
20 H -3.7292 -1.3280 0.2387

(2)
The following is a DFT calculation (ωB97M-V with the def2-TZVPD basis set) of C6H11N2O as an isolated structure at a distorted geometry.

The highest occupied orbital energy is -12.49 eV. Its gap between HOMO and LUMO is 8.68 eV. For the LUMO energy, the calculation gives -3.809 eV. Its charge is +1.

Positions of all 20 atoms, in Å:
1 C 0.0668 -1.1591 -0.2709
2 C 1.5221 2.0965 -1.5803
3 C 0.2673 0.9608 -2.6184
4 C -1.9275 -0.4896 1.3097
5 C 0.5525 -0.1445 1.8285
6 C -0.4640 -0.6688 0.8200
7 N 1.5426 0.8297 -2.3919
8 N 0.1104 2.2000 -2.1980
9 O 0.9363 -1.5128 -1.0805
10 H -0.3242 0.2778 -3.2076
11 H 1.4126 2.0256 -0.4575
12 H -2.2867 0.4254 0.8311
13 H -1.9874 -0.2121 2.3662
14 H -2.5556 -1.3666 1.0999
15 H 0.0574 0.7599 2.3633
16 H 1.5678 0.1777 1.3075
17 H 0.6953 -1.0052 2.4616
18 H 1.8131 -0.1491 -2.0037
19 H -0.6784 2.7992 -2.2426
20 H 2.2251 2.6641 -1.9907

(3)
The following is a DFT calculation (ωB97M-V with the def2-TZVPD basis set) of an isolated ion of composition C6H11N2O and charge +1 at a distorted geometry.

The highest occupied orbital energy is -14.32 eV. Its gap between HOMO and LUMO is 9.04 eV. The structure (SMILES) is CC1=[NH+]C=N[C@@H](O)[C@@H]1C. For the LUMO energy, the calculation gives -5.288 eV. Its charge is +1.

Positions of all 20 atoms, in Å:
1 C -1.6225 -0.6551 -1.1802
2 C -0.4718 -0.6308 -0.2924
3 N 0.1076 -1.7860 -0.0368
4 C 1.4695 -1.7994 0.3705
5 N 2.1564 -0.7674 0.4891
6 C 1.7768 0.5333 0.0686
7 O 2.4545 0.7163 -1.1847
8 C 0.2654 0.6443 -0.0523
9 C -0.3248 1.3089 1.2352
10 H -1.6113 0.2310 -1.9108
11 H -2.4912 -0.1856 -0.7307
12 H -1.9250 -1.5991 -1.5152
13 H -0.2695 -2.6717 -0.2816
14 H 1.7348 -2.8645 0.5864
15 H 2.2740 1.2199 0.6748
16 H 3.3222 0.4150 -1.3269
17 H 0.1529 1.4105 -0.9468
18 H 0.2643 1.1032 2.0344
19 H -1.3499 1.0506 1.6206
20 H -0.1927 2.3744 1.2068

(4)
The following is a DFT calculation (ωB97M-V with the def2-TZVPD basis set) of an isolated ion of composition C6H11N2O2 and charge +1 at a distorted geometry.

The highest occupied orbital energy is -13.41 eV. Its gap between HOMO and LUMO is 6.64 eV. For the LUMO energy, the calculation gives -6.768 eV. Its charge is +1.

Positions of all 21 atoms, in Å:
1 C 0.9215 0.0485 -0.3099
2 C 1.2309 1.2968 -0.1091
3 C -0.3960 -0.7104 -0.0302
4 C 1.3619 2.6924 0.0824
5 C -0.3772 -1.9157 -1.0128
6 C -0.2408 -1.1702 1.4031
7 N -1.5272 1.3566 0.3673
8 N -1.6768 0.2041 -0.1814
9 O -2.7638 -0.3360 -0.5611
10 O -2.6360 2.1305 0.2778
11 H 1.7600 -0.6221 -0.5721
12 H 1.3580 3.2060 -0.8244
13 H 2.3143 2.9371 0.6475
14 H 0.4161 3.1808 0.4578
15 H -0.1853 -1.4735 -1.9396
16 H -1.4509 -2.3235 -1.0020
17 H 0.4235 -2.5091 -0.6569
18 H -0.4422 -0.4269 2.1738
19 H 0.8206 -1.4810 1.3961
20 H -0.9028 -2.1360 1.5298
21 H -3.4932 1.6433 0.1037

(5)
The following is a DFT calculation (ωB97M-V with the def2-TZVPD basis set) of C6H11N2O2 as an isolated structure at a distorted geometry.

The highest occupied orbital energy (spin up / spin down) is -14.13 / -14.13 eV. Its gap between HOMO and LUMO (spin up / spin down) is 8.84 / 8.83 eV. For the LUMO energy (spin up / spin down), the calculation gives -5.291 / -5.291 eV. Its charge is +1.

Positions of all 21 atoms, in Å:
1 C 1.2842 -1.5393 0.0093
2 C 0.5843 -0.4103 0.0255
3 C -0.9976 0.8184 -1.3758
4 C -0.8210 1.3100 1.0947
5 C -1.7307 -0.9067 0.3175
6 C -0.7215 0.2237 0.0159
7 N 2.6411 -1.4263 0.0303
8 N 2.0698 0.7167 -0.0171
9 O 2.1790 1.8866 0.0039
10 O 3.0893 -0.1394 -0.0198
11 H 0.8741 -2.5370 0.0174
12 H -0.8368 0.0760 -2.1538
13 H -2.0306 1.1426 -1.4279
14 H -0.3628 1.6782 -1.5695
15 H -0.1252 2.1221 0.9098
16 H -0.6285 0.8979 2.0810
17 H -1.8254 1.7227 1.0862
18 H -1.5452 -1.3539 1.2908
19 H -1.7010 -1.6799 -0.4454
20 H -2.7262 -0.4706 0.3248
21 H 3.3307 -2.1312 -0.1978

(6)
The following is a DFT calculation (ωB97M-V with the def2-TZVPD basis set) of an isolated ion of composition C6H11N2O3P and charge -2 at a distorted geometry.

The highest occupied orbital energy is 1.33 eV. Its gap between HOMO and LUMO is 4.38 eV. The structure (SMILES) is CCN=C=P([O-])([O-])O/C=N/CC. For the LUMO energy, the calculation gives 5.711 eV. Its charge is -2.

Positions of all 23 atoms, in Å:
1 C -0.6381 3.0292 0.5310
2 C -2.0174 2.5767 -0.1251
3 N -1.8161 1.8314 -1.2675
4 C -1.9355 0.5263 -1.2304
5 P -2.4184 -0.4888 0.2229
6 O -2.2027 -0.3817 1.7427
7 O -3.6832 -1.1141 -0.2125
8 O -1.1931 -1.7493 -0.2329
9 C 0.0083 -1.3265 -0.1168
10 N 1.0167 -2.0664 0.0547
11 C 2.3675 -1.6175 0.1362
12 C 3.1224 -2.8185 -0.4088
13 H 0.1053 2.2910 0.7752
14 H -0.1933 3.7356 -0.2401
15 H -0.8516 3.6566 1.4313
16 H -2.2598 3.5896 -0.3745
17 H -2.7126 2.0679 0.5075
18 H 0.1361 -0.1800 -0.3963
19 H 2.2872 -0.6482 -0.3265
20 H 2.9046 -1.4256 1.1628
21 H 2.8780 -3.7457 0.1189
22 H 2.8600 -2.8841 -1.4537
23 H 4.2354 -2.8581 -0.2980

(7)
The following is a DFT calculation (ωB97M-V with the def2-TZVPD basis set) of one molecule with the formula C6H11N2OP at a distorted geometry.

The highest occupied orbital energy is -7.67 eV. Its gap between HOMO and LUMO is 8.35 eV. The structure (SMILES) is CC1=CC(O)=NP(C)N1C. For the LUMO energy, the calculation gives 0.682 eV.

Positions of all 21 atoms, in Å:
1 C -1.6305 -1.3836 0.9965
2 C -0.5865 -0.4343 0.8321
3 C 0.6473 -0.5715 1.4085
4 C 1.8438 0.2126 1.1802
5 O 3.0030 -0.0942 1.9303
6 N 1.9860 1.2420 0.4358
7 P 0.6782 1.6251 -0.5791
8 C 1.4801 0.8894 -2.0837
9 N -0.8161 0.4370 -0.1729
10 C -2.0481 0.8996 -0.7701
11 H -2.6927 -1.0322 0.8288
12 H -1.4882 -1.8510 1.9190
13 H -1.6737 -2.3264 0.4082
14 H 0.6659 -1.5256 2.0110
15 H 3.0070 -1.0396 1.9254
16 H 1.7040 1.4591 -2.9361
17 H 0.7663 0.0868 -2.4140
18 H 2.3734 0.3316 -1.7738
19 H -2.1854 0.4365 -1.8722
20 H -3.0426 0.6954 -0.3136
21 H -1.9912 1.9433 -0.9604

(8)
The following is a DFT calculation (ωB97M-V with the def2-TZVPD basis set) of an isolated ion of composition C6H11N2S2 and charge +1 at a distorted geometry.

The highest occupied orbital energy is -11.78 eV. Its gap between HOMO and LUMO is 8.11 eV. The structure (SMILES) is CC(C)([NH3+])Sc1nccs1. For the LUMO energy, the calculation gives -3.676 eV. Its charge is +1.

Positions of all 21 atoms, in Å:
1 C 1.4716 -0.1529 -1.5582
2 C 1.1154 -0.4874 -0.0999
3 C 1.3326 0.6530 0.8158
4 N 2.0891 -1.6188 0.3905
5 S -0.4801 -1.4655 -0.1585
6 C -1.7155 -0.3076 -0.0054
7 N -1.6495 0.9573 0.3392
8 C -2.8246 1.5640 0.4364
9 C -3.9448 0.8728 0.1386
10 S -3.4630 -0.7604 -0.2932
11 H 1.3228 -0.9836 -2.2532
12 H 2.5718 -0.0184 -1.7221
13 H 0.8161 0.6319 -1.8404
14 H 1.0337 0.4905 1.8435
15 H 2.3672 1.0380 0.9911
16 H 0.7011 1.4448 0.4855
17 H 2.1717 -1.9141 1.3504
18 H 1.7554 -2.5621 -0.1347
19 H 2.9761 -1.1768 0.1497
20 H -2.6232 2.5993 0.8797
21 H -5.0238 1.1959 0.2454

(9)
The following is a DFT calculation (ωB97M-V with the def2-TZVPD basis set) of one molecule with the formula C6H11N3 at a distorted geometry.

The highest occupied orbital energy is -8.36 eV. Its gap between HOMO and LUMO is 8.93 eV. The structure (SMILES) is [H]/N=C1\C=C(N(C)C)CN1. For the LUMO energy, the calculation gives 0.566 eV.

Positions of all 20 atoms, in Å:
1 H 2.5089 -1.2307 -2.6399
2 N 2.3766 -0.2867 -2.7386
3 C 1.5649 -0.0204 -1.7615
4 C 0.7022 -0.8555 -0.9031
5 C 0.0566 -0.0430 -0.0064
6 N -0.6461 -0.3273 1.1541
7 C -1.0667 -1.6874 1.1289
8 C -1.6271 0.6860 1.4491
9 C 0.6566 1.3743 -0.2075
10 N 1.2228 1.3223 -1.5090
11 H 0.4565 -1.8296 -1.0816
12 H -0.0774 -2.2538 1.3913
13 H -1.5126 -2.0672 0.1890
14 H -1.8430 -1.9432 1.9462
15 H -2.1714 1.1190 0.3633
16 H -0.8862 1.5756 1.8162
17 H -2.4094 0.7070 2.4254
18 H 1.2781 1.5430 0.8242
19 H -0.3160 2.0877 -0.1523
20 H 1.7326 2.1300 -1.6878

(10)
The following is a DFT calculation (ωB97M-V with the def2-TZVPD basis set) of one molecule with the formula C6H11N3 at a distorted geometry.

The highest occupied orbital energy is -8.20 eV. Its gap between HOMO and LUMO is 9.07 eV. The structure (SMILES) is [H]/N=C/N(N)/C=C\C=C\C. For the LUMO energy, the calculation gives 0.875 eV.

Positions of all 20 atoms, in Å:
1 H 4.7675 0.1225 0.7141
2 N 3.6369 0.3898 0.7127
3 C 2.9441 -0.5313 0.2088
4 N 1.6895 -0.3060 -0.2576
5 N 0.9599 -1.3865 -0.6632
6 C 1.1783 0.9192 -0.1233
7 C -0.0666 1.3737 -0.3761
8 C -1.3305 0.7670 -0.2603
9 C -1.7951 -0.0693 0.5545
10 C -3.2662 -0.5348 0.3944
11 H 3.6370 -1.4957 -0.2084
12 H 0.5376 -1.1425 -1.4699
13 H 0.1708 -1.1130 0.0050
14 H 1.8404 1.8933 -0.2135
15 H -0.3383 2.5301 -0.3146
16 H -2.1505 1.4060 -0.8633
17 H -1.1440 -0.8584 1.1393
18 H -3.5618 -1.5940 0.2552
19 H -3.8757 -0.2410 -0.4607
20 H -3.8334 -0.1292 1.2267

The relative energy (zero: lowest compared OMol25 entry of this formula, charge and spin) results, record by record, are as follows: 4.088 4.468 2.779 9.008 7.634 1.497 1.269 2.315 3.604 6.058 eV.
The electronic energy results, record by record, are as follows: -419.6066 -419.5927 -419.6548 -494.6872 -494.7377 -911.7276 -761.2659 -1140.8065 -399.3628 -399.2726 a.u..